No. 1
Here is a structure of composition C23H25AsCl2N5O10S6Ta from the OMol25 dataset. Energies are from the ωB97M-V functional and the def2-TZVPD basis.

ORCA input file:
```
! wB97M-V def2-TZVPD RIJCOSX def2/J DEFGRID3
* xyz -2 1
Ta 1.171 -0.839 -0.127
S 4.580 -1.536 3.364
As 3.263 -0.278 2.366
S 1.230 -1.241 2.241
S 3.558 -0.362 0.145
S 3.133 1.723 3.035
O -0.242 -6.765 -1.648
C -1.233 -6.625 -0.778
O -2.098 -7.463 -0.671
C -1.224 -5.403 0.072
C -2.165 -5.103 1.042
Cl -3.595 -5.911 1.485
N -1.810 -3.933 1.621
N -0.694 -3.449 1.075
C -0.328 -4.300 0.140
C 0.876 -3.948 -0.674
O 1.325 -4.725 -1.504
O 1.419 -2.809 -0.387
C -2.452 -3.157 2.644
C -2.625 -1.799 2.420
C -3.169 -1.014 3.425
C -3.542 -1.593 4.630
C -3.367 -2.955 4.839
C -2.809 -3.747 3.847
H 0.417 -6.010 -1.613
H -2.330 -1.356 1.479
H -3.289 0.049 3.252
H -3.961 -0.973 5.413
H -3.645 -3.402 5.785
H -2.635 -4.803 4.005
N 1.278 3.377 1.182
C -0.172 3.136 0.891
C -0.213 1.965 -0.078
O -0.758 2.009 -1.149
O 0.493 0.966 0.410
H 1.425 4.259 1.663
H 1.826 3.332 0.311
H 1.698 2.627 1.797
H -0.629 4.014 0.446
H -0.683 2.885 1.819
C 4.809 0.971 -3.350
C 4.064 2.272 -3.617
C 2.519 2.155 -3.603
C 1.911 3.543 -3.854
C 0.389 3.535 -3.937
C 2.131 1.244 -4.745
O 2.235 1.565 -5.913
N 1.695 0.002 -4.386
C 1.574 -0.480 -3.086
O 1.332 -1.659 -2.909
N 1.719 0.365 -2.026
C 2.123 1.653 -2.206
O 2.258 2.448 -1.285
H 5.886 1.134 -3.414
H 4.551 0.200 -4.080
H 4.596 0.583 -2.353
H 4.340 2.680 -4.592
H 4.324 3.013 -2.858
H 2.341 3.918 -4.785
H 2.247 4.191 -3.044
H 0.050 2.984 -4.817
H 0.006 4.554 -4.022
H -0.063 3.083 -3.054
H 1.503 -0.667 -5.117
Cl -0.979 -1.119 -1.017
C -5.225 2.860 4.519
O -4.851 2.468 3.209
C -3.619 2.814 2.725
S -2.586 3.772 3.658
S -3.302 2.219 1.189
H -6.199 2.399 4.688
H -5.297 3.945 4.606
H -4.504 2.514 5.260
*
```

Summary:
LUMO energy = 0.126 hartree
HOMO-LUMO gap = 0.224 hartree
highest occupied orbital energy = -0.0985 Ha
energy relative to the best compared isomer or geometry (same formula, charge and spin) = 4.70 kcal per mole
max |F| = 0.60 eV/Å


No. 2
Here is a structure of composition C48H41N5OP2S4Zr in a non-equilibrium geometry from the OMol25 dataset. Energies are from the ωB97M-V functional and the def2-TZVPD basis.

ORCA input file:
```
! wB97M-V def2-TZVPD RIJCOSX def2/J DEFGRID3
* xyz 0 1
Zr -0.582 0.047 0.143
S -1.722 2.265 1.313
P -0.075 2.912 0.316
C 1.109 1.652 0.141
P 1.690 1.240 1.762
S 0.971 -0.539 2.334
C 1.430 2.377 3.182
C 0.359 2.168 4.044
C 0.107 3.064 5.073
C 0.940 4.156 5.256
C 2.031 4.349 4.422
C 2.276 3.467 3.383
C 3.508 1.305 1.693
C 4.243 0.975 2.830
C 5.607 1.210 2.860
C 6.238 1.776 1.758
C 5.510 2.078 0.617
C 4.142 1.842 0.582
C 0.367 4.552 0.979
C 1.540 5.148 0.521
C 1.932 6.375 1.028
C 1.153 7.009 1.989
C -0.021 6.421 2.433
C -0.417 5.191 1.929
C -0.513 3.407 -1.387
C 0.118 2.819 -2.478
C -0.247 3.180 -3.766
C -1.227 4.140 -3.967
C -1.844 4.743 -2.880
C -1.490 4.376 -1.592
H -0.260 1.291 3.917
H -0.737 2.903 5.732
H 0.743 4.861 6.054
H 2.688 5.195 4.575
H 3.128 3.621 2.733
H 3.732 0.541 3.682
H 6.179 0.970 3.747
H 7.300 1.984 1.791
H 6.006 2.513 -0.242
H 3.554 2.077 -0.297
H 2.143 4.635 -0.220
H 2.847 6.841 0.686
H 1.473 7.957 2.402
H -0.624 6.909 3.188
H -1.322 4.715 2.283
H 0.902 2.095 -2.299
H 0.228 2.710 -4.619
H -1.507 4.425 -4.973
H -2.599 5.503 -3.041
H -1.982 4.827 -0.737
S -1.245 -2.409 0.789
C 0.113 -3.458 0.506
C 0.033 -4.781 0.951
C 0.973 -5.733 0.590
C 0.815 -7.091 1.004
N 0.683 -8.186 1.327
C 2.060 -5.358 -0.220
C 2.207 -4.020 -0.569
C 1.255 -3.070 -0.221
S 1.476 -1.426 -0.842
C 2.953 -6.330 -0.761
N 3.642 -7.101 -1.264
H -0.806 -5.069 1.571
H 3.072 -3.716 -1.145
C -1.502 -3.122 -3.114
N -0.212 -2.516 -3.483
C 0.503 -3.337 -4.471
C -0.302 -1.085 -3.908
C -1.427 -0.262 -3.313
C -2.412 0.028 -4.258
C -3.483 0.851 -3.978
C -3.536 1.439 -2.734
C -2.560 1.146 -1.794
C -1.472 0.263 -1.981
H -1.370 -4.192 -2.965
H -2.240 -2.948 -3.899
H -1.840 -2.676 -2.187
H 0.405 -2.417 -2.590
H -0.132 -3.529 -5.336
H 0.790 -4.283 -4.015
H 1.408 -2.820 -4.787
H -0.422 -1.102 -4.992
H 0.658 -0.616 -3.674
H -2.334 -0.409 -5.249
H -4.251 1.037 -4.717
H -4.326 2.136 -2.482
H -2.662 1.690 -0.866
N -8.331 -1.605 -0.742
C -7.675 -0.415 -0.733
O -8.205 0.639 -1.015
C -6.227 -0.502 -0.345
C -5.693 0.478 0.477
C -4.354 0.409 0.818
N -3.520 -0.528 0.360
C -4.053 -1.481 -0.404
C -5.384 -1.516 -0.779
H -9.322 -1.599 -0.914
H -7.898 -2.447 -0.409
H -6.317 1.283 0.840
H -3.929 1.153 1.475
H -3.385 -2.270 -0.720
H -5.741 -2.308 -1.424
*
```

Summary:
LUMO energy = -0.011 hartree
HOMO-LUMO gap = 0.257 hartree
highest occupied orbital energy = -0.2682 Ha
energy relative to the best compared isomer or geometry (same formula, charge and spin) = 37.88 kcal per mole
max |F| = 2.03 eV/Å


No. 3
Here is the molecule C2H6N2O in a non-equilibrium geometry from the OMol25 dataset. Energies are from the ωB97M-V functional and the def2-TZVPD basis.

ORCA input file:
```
! wB97M-V def2-TZVPD RIJCOSX def2/J DEFGRID3
* xyz 0 1
C -2.099 0.212 0.034
C -0.025 -0.649 0.049
N 1.897 0.724 -0.021
N 1.370 -0.595 0.186
O -0.828 0.332 0.178
H -2.616 -0.720 -0.110
H -2.617 1.169 0.073
H -0.607 -1.504 -0.449
H 2.516 0.885 0.870
H 1.089 1.357 -0.257
H 1.921 -1.212 -0.552
*
```

Summary:
LUMO energy (spin up / spin down) = 0.038 / 0.036 hartree
HOMO-LUMO gap (spin up / spin down) = 0.288 / 0.264 hartree
highest occupied orbital energy (spin up / spin down) = -0.2500 / -0.2273 Ha
energy relative to the best compared isomer or geometry (same formula, charge and spin) = 151.02 kcal per mole
max |F| = 4.45 eV/Å


No. 4
Here is a cluster of 16 separate species, CH30O18 in total in a non-equilibrium geometry from the OMol25 dataset. Energies are from the ωB97M-V functional and the def2-TZVPD basis.

ORCA input file:
```
! wB97M-V def2-TZVPD RIJCOSX def2/J DEFGRID3
* xyz -2 1
C 5.620 -10.702 -10.812
O 5.931 -9.531 -10.115
O 5.876 -11.824 -10.310
O 5.386 -10.544 -12.059
O 3.432 -10.242 -8.578
H 3.167 -9.296 -8.603
H 4.084 -10.285 -9.230
O 5.154 -13.956 -11.801
H 4.291 -13.526 -11.957
H 5.620 -13.205 -11.463
O 6.967 -12.120 -13.080
H 6.417 -12.572 -13.705
H 6.342 -11.601 -12.566
O 8.307 -12.319 -10.924
H 7.461 -11.954 -10.760
H 8.309 -13.276 -10.701
O 8.344 -9.313 -10.040
H 7.380 -9.605 -9.880
H 8.991 -9.713 -9.405
O 3.453 -8.360 -11.914
H 3.645 -7.545 -11.418
H 4.289 -8.848 -11.983
O 2.625 -10.458 -14.134
H 2.880 -10.876 -13.325
H 3.433 -10.063 -14.419
O 5.378 -9.808 -14.696
H 4.948 -8.972 -14.818
H 5.401 -9.860 -13.737
O 3.247 -12.140 -12.102
H 2.750 -12.090 -11.310
H 4.087 -11.664 -12.081
O 5.435 -13.137 -8.202
H 5.660 -12.689 -9.041
H 4.585 -12.776 -7.943
O 7.278 -7.991 -7.594
H 7.779 -7.812 -8.382
H 6.859 -8.781 -7.817
O 5.436 -7.143 -9.238
H 5.866 -7.198 -8.379
H 5.519 -8.052 -9.552
O 8.666 -10.097 -12.539
H 9.116 -9.349 -13.032
H 8.383 -9.770 -11.675
O 6.489 -10.537 -7.555
H 7.061 -11.313 -7.422
H 6.367 -10.446 -8.474
O 6.253 -7.844 -12.284
H 6.095 -8.435 -11.499
H 7.056 -8.184 -12.742
*
```

Summary:
LUMO energy = 0.193 hartree
HOMO-LUMO gap = 0.320 hartree
highest occupied orbital energy = -0.1269 Ha
energy relative to the best compared isomer or geometry (same formula, charge and spin) = 30.97 kcal per mole
max |F| = 4.05 eV/Å